(1)
The following is a quantum chemistry calculation of a structure of composition C26H28B2F4N10PbS, from OMol25.

Each line ends with the Mulliken charge.
Element x y z (Å)
1 Pb 1.68 -0.92 -0.43  1.516
2 S -0.78 5.89 -1.42  0.152
3 F 4.32 -0.43 -1.51  -0.370
4 F 5.92 0.65 -0.26  -0.275
5 F 4.15 1.83 -1.14  -0.420
6 F 3.79 0.36 0.57  -0.346
7 N -0.32 -1.25 2.19  0.899
8 N 0.42 1.57 -1.25  0.242
9 N -0.49 6.97 -5.78  -0.476
10 N -0.44 -1.99 -0.79  -0.514
11 N -2.83 -2.63 2.52  -1.065
12 N 0.52 -0.37 1.58  -0.298
13 N 1.82 -2.90 0.93  -0.677
14 N -1.67 -3.34 2.48  0.463
15 N 0.82 -3.42 1.70  0.895
16 N -1.08 -2.66 0.19  1.158
17 C 1.44 1.90 2.02  -0.994
18 C 2.93 -3.58 1.18  0.758
19 C -0.66 -1.58 -3.21  -1.226
20 C -0.77 -0.72 3.33  0.219
21 C -0.63 6.32 -3.12  0.629
22 C -2.23 -2.98 -1.67  -1.577
23 C -3.10 -4.56 3.64  -1.218
24 C -0.23 0.54 3.48  -1.710
25 C -1.83 -4.51 3.15  -0.101
26 C -3.69 -3.35 3.22  0.675
27 C -0.83 1.93 -1.02  -0.478
28 C 2.67 -4.58 2.12  -1.630
29 C 0.61 6.89 -5.05  -0.512
30 C -1.80 6.41 -3.85  -0.274
31 C 1.03 3.85 -1.61  -0.440
32 C -0.29 4.20 -1.36  0.844
33 C 0.58 0.73 2.36  0.506
34 C -1.13 -2.17 -1.92  0.372
35 C -1.66 6.73 -5.20  -0.402
36 C 1.34 2.50 -1.54  -0.807
37 C 4.22 -3.22 0.52  -1.354
38 C -5.08 -2.86 3.46  -1.292
39 C -1.26 3.25 -1.04  -0.749
40 C -2.16 -3.27 -0.32  0.096
41 C 0.61 6.56 -3.70  -0.077
42 C 1.33 -4.43 2.42  0.335
43 B -0.56 -2.70 1.66  -0.110
44 B 4.61 0.61 -0.60  0.390
45 H -1.53 1.13 -0.77  0.389
46 H 4.60 -2.27 0.89  0.233
47 H 4.97 -3.98 0.72  0.386
48 H -2.54 6.81 -5.83  0.372
49 H 1.80 4.57 -1.82  0.380
50 H 0.27 -2.04 -3.54  0.262
51 H -0.49 -0.50 -3.12  0.171
52 H 1.53 6.52 -3.14  0.416
53 H 1.55 7.09 -5.55  0.374
54 H 0.74 -4.98 3.13  0.398
55 H -5.64 -3.57 4.06  0.367
56 H -5.61 -2.72 2.52  0.280
57 H -2.28 3.51 -0.83  0.467
58 H -5.07 -1.91 3.99  0.292
59 H -3.55 -5.35 4.22  0.462
60 H -1.40 -1.74 -3.99  0.383
61 H 4.12 -3.13 -0.56  0.281
62 H 3.35 -5.30 2.53  0.452
63 H 1.02 2.49 1.21  0.004
64 H -2.81 -3.86 0.30  0.469
65 H 2.44 1.60 1.74  0.180
66 H -2.97 -3.32 -2.37  0.468
67 H -0.38 1.23 4.29  0.506
68 H 2.36 2.16 -1.68  0.549
69 H -1.45 -1.26 3.96  0.521
70 H -1.06 -5.25 3.22  0.385
71 H -2.78 6.25 -3.42  0.383
72 H 1.51 2.55 2.89  0.412

Computed properties:
- spin multiplicity = 2
- energy above the lowest of the compared OMol25 structures with the same formula, charge and spin (kcal per mole) = 8.3
- M (u) = 817.46
- largest force on an atom (eV/Å) = 0.7
- net charge = +1
- energy (hartree) = -2595.411148

---

(2)
The following is a quantum chemistry calculation of a structure of composition C26H29AsCoN2O9P2S4, from OMol25.

Each line ends with the Mulliken charge.
Element x y z (Å)
1 As 1.88 1.70 0.56  1.581
2 Co -0.25 -0.47 -0.38  2.174
3 S 1.33 1.26 -4.86  -0.159
4 S -0.10 1.29 -2.23  -0.642
5 S 1.62 -1.55 -1.58  -0.597
6 S 2.82 -1.18 -4.30  -0.191
7 P -3.26 -0.71 -1.45  0.391
8 P -2.44 1.65 0.44  0.513
9 O -2.43 -1.35 4.02  -0.706
10 O -2.01 -1.89 1.88  -0.354
11 O 3.13 0.24 -6.51  -0.709
12 O -1.92 -1.32 -1.10  -0.972
13 O -1.20 0.87 0.85  0.032
14 O -4.43 -1.61 -1.60  -0.879
15 O -3.13 2.17 1.84  -0.617
16 O -2.30 2.82 -0.47  -0.862
17 O -3.09 0.21 -2.75  -0.591
18 N -4.12 -0.38 1.03  -0.679
19 N 0.94 -1.70 1.36  -0.359
20 C 3.89 1.38 4.87  -0.488
21 C 4.49 0.80 -0.43  -0.316
22 C 0.85 6.37 0.70  -0.463
23 C -0.28 -2.22 3.45  -0.318
24 C -4.95 1.31 -0.60  -2.141
25 C 5.38 1.28 -2.61  -0.478
26 C 1.51 3.64 0.62  0.650
27 C 2.55 0.14 -5.44  0.659
28 C -3.75 0.49 -0.11  1.287
29 C 0.75 4.22 -0.39  0.365
30 C 4.66 1.90 3.83  -0.633
31 C 2.58 0.99 4.63  -0.806
32 C 1.58 5.79 1.74  -0.740
33 C 1.90 4.44 1.70  -0.525
34 C 0.51 -2.77 2.27  -0.896
35 C 4.30 2.12 -2.86  -0.699
36 C 0.43 5.57 -0.35  -1.010
37 C 3.41 1.65 -0.66  0.558
38 C -1.70 -1.76 3.15  0.600
39 C 2.06 1.10 3.35  -0.503
40 C 5.47 0.63 -1.39  -0.822
41 C 1.70 -0.64 -3.06  0.437
42 C 1.00 0.48 -3.32  -0.311
43 C 3.33 2.30 -1.89  -0.304
44 C 4.13 2.01 2.56  0.196
45 C 2.82 1.60 2.30  -1.113
46 H -0.09 -3.48 1.71  0.494
47 H 4.73 2.42 1.76  0.465
48 H 4.31 1.29 5.87  0.356
49 H -2.20 0.62 -2.77  0.286
50 H 5.68 2.21 4.02  0.381
51 H 6.14 1.12 -3.38  0.355
52 H 4.56 0.25 0.50  0.427
53 H -0.35 -2.96 4.25  0.442
54 H 0.59 7.42 0.74  0.350
55 H 1.02 0.83 3.16  0.782
56 H 2.47 2.92 -2.12  0.120
57 H 1.47 -1.00 1.87  -0.250
58 H 1.89 6.39 2.58  0.379
59 H 1.97 0.61 5.44  0.418
60 H -0.17 5.99 -1.15  0.416
61 H 1.38 -3.31 2.67  0.407
62 H -5.38 1.87 0.23  0.437
63 H -5.70 0.64 -1.01  0.490
64 H -2.85 -1.40 1.63  0.421
65 H 0.36 3.61 -1.19  -0.123
66 H 6.30 -0.05 -1.20  0.341
67 H 1.59 -2.09 0.68  0.252
68 H -3.04 3.13 1.83  0.349
69 H -4.51 0.18 1.78  0.217
70 H 2.46 4.02 2.52  0.271
71 H 4.20 2.61 -3.82  0.429
72 H -4.64 2.01 -1.37  0.353
73 H 0.25 -1.36 3.88  -0.134
74 H -4.84 -1.02 0.69  0.305

Computed properties:
- spin multiplicity = 4
- energy above the lowest of the compared OMol25 structures with the same formula, charge and spin (kcal per mole) = 0.3
- M (u) = 837.59
- largest force on an atom (eV/Å) = 0.4
- net charge = -2
- energy (hartree) = -7689.308419

---

(3)
The following is a quantum chemistry calculation of a structure of composition C18H38AlBr2F6N3O4P3S2 at a distorted geometry, from OMol25.

Each line ends with the Mulliken charge.
Element x y z (Å)
1 Br -0.92 2.18 6.33  0.056
2 Br -4.99 -2.92 0.34  -0.439
3 S 1.96 -0.85 4.88  0.488
4 S 7.22 0.43 -2.72  -0.337
5 P 1.93 0.65 -3.98  0.397
6 P 5.48 1.22 -3.13  0.182
7 P -3.04 2.02 3.24  0.906
8 Al 3.91 -2.13 3.24  -0.156
9 F -1.86 1.88 4.49  0.033
10 F -3.93 1.07 4.19  -0.321
11 F -2.20 3.40 3.14  -0.314
12 F -4.37 2.93 3.43  -0.342
13 F -2.36 0.64 2.69  -0.338
14 F -3.31 2.14 1.63  -0.320
15 O 0.70 -0.17 5.24  -0.391
16 O -6.25 0.89 1.21  -0.433
17 O -6.23 0.46 -0.96  -0.362
18 O 0.99 -2.93 0.04  -0.291
19 N 4.39 0.26 -0.68  0.034
20 N 0.63 1.52 -3.87  -0.590
21 N 2.65 -1.82 -1.14  0.405
22 C -4.10 -0.02 -1.95  -0.591
23 C 3.31 0.17 5.47  -0.905
24 C 2.43 -2.60 -2.39  -1.081
25 C 2.24 -0.53 3.12  -1.386
26 C 0.68 -0.11 -0.94  -2.397
27 C -1.59 -0.04 -2.15  -1.417
28 C 2.72 0.53 -2.31  0.085
29 C 3.05 -2.98 1.12  -0.943
30 C -4.99 -0.17 -0.71  -0.097
31 C 2.08 -2.57 -0.04  0.371
32 C 4.24 0.21 -2.18  -0.450
33 C 2.17 -0.42 -1.18  1.281
34 C -8.77 2.15 0.69  -0.701
35 C -7.75 2.09 -0.09  -0.379
36 C -2.81 -0.78 -1.59  -0.735
37 C -6.66 1.10 0.15  0.746
38 C -0.32 -0.87 -1.83  -0.349
39 C 3.02 0.24 -0.03  -0.545
40 H -4.57 -0.36 -2.86  0.339
41 H -0.65 -1.79 -1.36  0.622
42 H 4.26 -0.24 5.12  0.319
43 H 0.45 -0.40 0.09  0.255
44 H 2.70 -2.57 2.09  0.288
45 H 3.12 -4.06 1.20  0.581
46 H 3.37 -3.10 -2.64  0.325
47 H 2.18 0.54 2.92  0.581
48 H 5.21 1.02 -4.50  0.161
49 H 4.91 1.09 -0.40  0.459
50 H 4.05 -2.56 0.92  0.192
51 H -9.58 2.80 0.42  0.279
52 H -3.87 1.05 -1.99  0.457
53 H 2.85 1.32 -4.83  0.092
54 H 1.70 -3.40 -2.29  0.449
55 H 3.19 1.19 5.13  0.324
56 H 0.49 0.96 -1.00  0.785
57 H -2.69 -0.79 -0.51  0.498
58 H 5.45 2.58 -2.73  0.139
59 H 1.67 -0.61 -4.55  0.143
60 H -1.66 0.10 -3.22  0.335
61 H 2.15 -2.01 -3.25  0.288
62 H -1.51 0.95 -1.70  0.471
63 H -8.85 1.55 1.59  0.277
64 H 2.65 1.25 0.14  0.737
65 H 1.47 -1.05 2.55  0.429
66 H 0.72 2.36 -4.43  0.224
67 H 4.86 -0.59 -0.38  0.525
68 H 3.23 -0.92 2.84  0.766
69 H 0.12 -1.19 -2.78  0.361
70 H -5.17 -1.33 -0.61  -0.172
71 H -7.68 2.73 -0.96  0.303
72 H -2.89 -1.78 -2.01  0.352
73 H -4.44 0.26 0.12  0.529
74 H 4.53 -0.80 -2.48  0.215
75 H 2.98 -0.21 0.95  -1.090
76 H 2.61 1.55 -1.92  0.403
77 H 3.30 0.15 6.56  0.381

Computed properties:
- M (u) = 818.35
- largest force on an atom (eV/Å) = 7.0
- net charge = +1
- energy (hartree) = -8983.243790